Entry from OMol25: one molecule with the formula C6H6N2OS2 (ωB97M-V/def2-TZVPD).

XYZ file:
```
17
Properties=species:S:1:pos:R:3:forces:R:3:lowdin_charge:R:1
S 1.658 0.827 0.994 1.0 -1.6 -1.5 0.954
S -2.593 0.094 1.190 -0.1 -0.4 -1.3 0.902
O -0.467 2.207 -1.064 1.3 2.5 -1.0 0.085
N -0.334 0.002 -0.589 -4.3 -1.4 -0.6 0.037
N 1.721 -1.149 -0.750 -2.8 -0.1 -1.9 0.055
C 2.903 -1.058 -0.223 1.5 2.7 3.0 -0.291
C -0.952 1.199 -0.671 0.0 -1.9 0.7 -0.657
C 0.911 -0.233 -0.360 2.5 1.6 2.9 -0.602
C -1.943 -1.330 0.445 2.3 2.2 3.2 -0.212
C 3.172 -0.072 0.724 -2.5 -0.3 0.1 -0.364
C -2.400 1.289 -0.252 -0.3 -1.5 0.9 -0.294
H -2.171 -1.525 -0.536 -0.5 -0.9 -2.0 0.006
H 3.903 0.028 1.507 0.6 0.0 -0.5 0.041
H -3.029 1.158 -1.138 -0.2 -0.3 0.4 0.104
H -1.435 -2.061 1.191 -1.1 1.2 -1.7 0.096
H 3.609 -1.641 -0.637 2.6 -2.2 -0.9 0.064
H -2.553 2.266 0.169 -0.2 0.3 0.1 0.078
```
Positions in Å, forces in eV/Å.

Values from the calculation:
- HOMO (hartree) = -0.279
- HOMO-LUMO gap (eV) = 5.85
- spin multiplicity = 1
- net charge = 0
- energy (Ha) = -1213.230202

=====

Entry from OMol25: one molecule with the formula C4H7ClN2S (ωB97M-V/def2-TZVPD).

XYZ file:
```
15
Properties=species:S:1:pos:R:3:forces:R:3:lowdin_charge:R:1
Cl 2.605 0.136 -0.337 1.1 0.9 -1.3 0.648
S -0.763 1.820 0.082 1.5 -0.9 0.4 0.687
N -1.803 -0.718 -0.710 0.5 -2.4 -1.1 -0.137
N -0.656 -0.897 0.209 -1.8 2.8 -1.9 -0.097
C 0.686 -1.608 0.144 0.0 -4.2 -1.7 -0.173
C -0.060 0.340 0.345 -0.6 0.3 1.4 -0.781
C -3.072 -0.647 0.044 2.6 -0.4 1.2 -0.120
C 1.261 -0.348 0.659 2.3 0.7 0.4 -0.718
H 0.989 -2.669 0.763 -1.7 3.0 -1.5 0.178
H 1.860 -0.407 1.580 -1.7 0.3 0.5 0.096
H -2.892 -1.246 0.982 -0.9 -0.2 -1.4 0.102
H -1.687 0.065 -1.452 0.3 -1.5 2.3 0.113
H -3.933 -0.790 -0.576 -0.4 -0.6 -0.1 0.070
H 0.968 -1.823 -0.971 -0.4 0.5 2.1 0.127
H -3.052 0.318 0.453 -0.8 1.8 0.6 0.004
```
Positions in Å, forces in eV/Å.

Values from the calculation:
- HOMO (hartree) = -0.322
- HOMO-LUMO gap (eV) = 8.61
- spin multiplicity = 1
- net charge = 0
- energy (Ha) = -1124.360794

=====

Entry from OMol25: one molecule with the formula C4H7NO (ωB97M-V/def2-TZVPD).

XYZ file:
```
13
Properties=species:S:1:pos:R:3:forces:R:3:lowdin_charge:R:1
O -0.633 -1.656 0.599 0.0 -0.4 0.0 -0.063
N 1.173 0.029 -2.215 0.9 0.6 0.8 0.148
C -0.310 0.680 0.506 -0.2 0.1 0.1 -0.177
C -1.004 -0.515 -0.152 -0.2 0.5 0.3 -0.283
C 1.389 0.408 -1.141 -0.2 -0.4 -1.0 -0.228
C 1.220 0.699 0.286 -0.1 -0.1 -0.2 -0.165
H 1.704 -0.098 0.861 -0.1 0.1 -0.1 0.120
H -0.713 -0.609 -1.205 -0.1 0.0 0.3 0.087
H 1.663 1.657 0.585 -0.1 -0.2 -0.2 0.115
H -0.481 0.660 1.588 -0.1 -0.1 -0.2 0.118
H -2.089 -0.357 -0.125 0.1 0.0 0.1 0.117
H -0.751 1.606 0.124 0.1 -0.1 0.0 0.119
H -1.101 -2.423 0.250 0.1 0.1 0.0 0.091
```
Positions in Å, forces in eV/Å.

Values from the calculation:
- HOMO (hartree) = -0.385
- HOMO-LUMO gap (eV) = 11.33
- spin multiplicity = 1
- net charge = 0
- energy (Ha) = -286.585240

=====

Entry from OMol25: one molecule with the formula C8H12 (ωB97M-V/def2-TZVPD).

XYZ file:
```
20
Properties=species:S:1:pos:R:3:forces:R:3:lowdin_charge:R:1
C -3.206 1.405 -2.062 0.2 -0.6 0.5 -0.103
C 0.914 -0.427 0.003 0.6 0.1 -0.4 -0.094
C -1.137 0.424 -1.035 0.3 0.4 0.5 -0.131
C 1.888 -0.677 1.083 -1.0 -0.1 0.5 -0.371
C -0.263 0.190 0.111 0.3 -0.5 0.0 -0.109
C 2.126 0.243 2.013 0.0 0.4 0.3 0.042
C 2.467 -2.061 1.161 1.3 0.4 0.3 -0.068
C -2.305 1.047 -0.912 0.0 0.5 -0.6 -0.166
H 2.992 -2.194 2.108 -0.3 0.0 0.2 0.073
H 2.797 0.093 2.846 0.1 -0.4 0.1 0.056
H -2.583 1.455 0.053 -0.1 -0.3 0.2 0.102
H 1.648 1.217 2.033 0.0 -0.1 -0.4 0.063
H 3.281 -2.161 0.445 -0.1 -0.2 -0.5 0.078
H -0.720 0.171 -2.006 -0.3 -0.2 0.0 0.111
H -2.709 1.152 -2.999 -0.1 0.4 -0.1 0.071
H 1.256 -0.746 -0.982 -0.2 -0.1 0.0 0.114
H -0.588 0.481 1.105 -0.2 0.1 -0.1 0.114
H 1.760 -2.869 1.036 -0.3 0.0 -0.2 0.077
H -3.501 2.449 -1.977 0.1 0.1 -0.4 0.070
H -4.118 0.808 -2.023 -0.1 0.0 0.0 0.070
```
Positions in Å, forces in eV/Å.

Values from the calculation:
- HOMO (hartree) = -0.300
- HOMO-LUMO gap (eV) = 9.25
- spin multiplicity = 1
- net charge = 0
- energy (Ha) = -311.965953

=====

Entry from OMol25: a 3-piece molecular cluster, C9H18N3 overall (ωB97M-V/def2-TZVPD).

XYZ file:
```
30
Properties=species:S:1:pos:R:3:forces:R:3:lowdin_charge:R:1
N 2.087 -0.831 0.530 1.1 0.9 -0.2 0.038
N -1.783 -0.146 0.104 1.7 0.1 -1.7 -0.057
N 0.809 0.967 0.148 -3.8 4.4 -1.0 0.165
C 1.610 -3.420 -1.163 -0.1 0.5 1.4 0.038
C 1.065 -1.859 0.836 -1.8 0.6 -1.5 -0.157
C -2.631 0.597 0.997 -3.9 -4.2 -0.3 -0.251
C 3.984 2.103 -0.825 0.4 -1.1 -1.9 -0.015
C 4.117 2.999 0.062 -0.5 2.1 2.4 -0.133
C 1.910 0.395 0.054 1.0 -3.2 2.0 -0.068
C 1.543 -3.113 0.139 1.7 -2.1 1.1 -0.171
C -4.036 0.774 0.282 2.4 2.5 0.4 -0.145
C -4.338 1.923 -0.368 0.5 -0.9 0.4 0.002
H 0.995 -1.918 1.955 -0.1 -0.2 -1.1 0.144
H -4.647 -0.089 0.196 -0.7 -0.5 0.3 0.081
H 4.335 1.839 -1.822 0.0 0.1 0.4 0.045
H -2.703 -0.130 1.882 -0.3 1.4 -0.8 0.142
H 4.732 3.917 -0.055 -0.2 -0.6 0.0 0.073
H 0.062 -1.513 0.365 1.8 -0.6 1.1 0.110
H 2.115 -3.796 0.843 -0.9 0.6 -0.8 0.120
H 0.544 1.957 -0.202 1.3 -2.3 0.4 0.191
H -2.242 1.469 1.348 1.2 2.6 0.6 0.063
H -3.608 2.789 -0.518 -1.4 -1.2 0.6 0.089
H -0.080 0.470 0.456 0.1 -0.1 -0.2 0.083
H 3.520 3.005 1.029 0.8 -0.2 -1.0 0.070
H 2.996 -1.123 0.867 0.2 0.4 -0.5 0.158
H -1.881 -1.147 0.221 -0.3 0.2 -0.2 0.085
H -1.936 0.093 -0.900 0.0 -0.3 1.1 0.122
H 1.195 -2.744 -1.856 -0.6 0.7 -1.0 0.046
H 2.123 -4.268 -1.603 -0.1 -0.1 0.5 0.074
H -5.349 1.927 -0.792 0.6 0.5 -0.3 0.060
```
Positions in Å, forces in eV/Å.

Values from the calculation:
- HOMO (alpha / beta) (hartree) = -0.420 / -0.462
- HOMO-LUMO gap (alpha / beta) (eV) = 8.75 / 6.39
- spin multiplicity = 3
- net charge = +1
- energy (Ha) = -517.454629
- <S²> = 2.015

=====

Entry from OMol25: C23H39CdCl3N3O3SSi as an isolated structure (ωB97M-V/def2-TZVPD).

XYZ file:
```
74
Properties=species:S:1:pos:R:3:forces:R:3:lowdin_charge:R:1
Cd -5.598 0.229 0.294 2.1 -1.2 0.1 0.846
Cl -1.162 3.141 -1.689 -0.5 0.1 0.3 0.369
Cl -6.685 2.029 -0.349 -1.1 1.0 -0.3 -0.359
Cl -3.669 -1.131 0.342 -1.3 0.1 0.2 -0.216
S 1.774 -0.564 5.126 -0.1 0.1 -0.6 0.941
Si -1.480 2.714 0.437 -0.8 1.9 1.4 0.373
O 2.218 1.826 1.572 0.9 -0.3 -1.0 -0.036
O -0.603 0.647 -0.311 1.4 0.0 -0.2 -0.315
O 1.421 -0.789 2.178 -1.3 -2.3 -1.6 -0.090
N -0.319 0.354 3.967 1.0 0.2 -0.4 -0.037
N 0.579 -2.880 1.996 0.0 -0.6 -0.2 -0.161
N 2.632 1.817 -0.683 0.6 -0.2 0.9 -0.169
C 0.468 -1.552 1.887 1.2 1.3 0.3 -0.283
C -0.794 0.113 -2.755 0.6 0.4 0.6 -0.285
C -2.106 0.495 -3.300 -0.7 0.4 -0.5 -0.096
C 1.877 -3.422 2.357 0.1 0.0 0.0 -0.039
C -0.746 -0.337 -1.274 -1.3 -1.3 0.4 -0.406
C -0.244 3.787 1.535 0.9 0.5 -0.7 -0.211
C 2.184 -3.030 -1.392 -0.1 0.5 0.3 -0.105
C 1.945 3.047 -0.983 -0.7 -0.2 -0.7 -0.076
C -0.766 -0.571 4.861 1.8 -0.8 0.8 -0.255
C 2.679 1.288 0.564 -0.4 0.9 0.2 -0.306
C 1.605 -4.090 -2.070 -0.2 0.3 0.2 -0.123
C 0.098 -1.735 -1.338 0.1 0.7 0.1 -0.141
C -3.096 4.037 0.349 0.4 -0.4 -0.1 -0.264
C -0.399 -3.807 1.440 0.1 0.2 0.1 -0.042
C -2.089 1.662 1.884 -0.4 -0.8 -0.1 -0.254
C 0.249 -1.202 5.588 -1.6 0.6 -0.6 -0.450
C 0.233 -3.982 -2.355 -0.2 0.2 -0.1 -0.103
C 1.438 -1.894 -1.004 0.7 0.1 -0.2 -0.065
C 1.002 0.382 3.845 -1.9 0.7 2.7 -0.440
C -0.504 -2.838 -1.984 0.1 0.2 -0.3 -0.049
C 0.353 0.864 -4.880 0.6 0.1 -0.5 -0.101
C 0.290 0.247 -3.516 -0.5 -0.9 0.0 -0.156
C 3.088 1.062 -1.822 -0.3 -0.2 0.0 -0.064
H -1.534 0.725 2.007 -0.4 0.3 -0.2 -0.019
H 3.479 1.749 -2.576 0.3 -0.1 0.1 0.088
H 2.234 -4.954 -2.349 -0.7 0.5 0.0 0.098
H -2.118 1.546 -3.563 -0.2 0.3 0.1 0.035
H 1.385 0.668 -5.211 -0.4 0.1 -0.5 0.063
H -0.373 0.460 -5.622 0.4 0.1 0.5 0.075
H 1.737 -4.452 2.685 0.0 0.0 0.0 0.084
H -3.365 4.690 1.209 0.6 -0.6 0.0 0.009
H -1.556 -2.694 -2.288 0.5 -0.4 0.1 0.119
H -0.226 -4.789 -2.936 -0.1 0.3 0.3 0.091
H -1.897 2.228 2.815 -0.2 -0.1 -0.6 0.023
H 1.541 1.120 3.270 0.0 -0.1 0.0 0.059
H 0.813 3.454 1.546 -0.7 0.1 -0.2 -0.017
H 0.098 -1.952 6.352 0.2 0.1 -0.1 0.039
H -4.017 3.458 0.159 0.2 0.1 -0.1 -0.053
H -1.306 -3.257 1.159 0.2 -0.1 0.0 0.076
H -0.486 3.866 2.617 -0.5 -0.4 -0.7 0.028
H -2.293 -0.018 -4.251 -0.1 -0.2 0.1 0.079
H 0.007 -4.317 0.555 -0.1 0.2 0.1 0.080
H 0.940 2.803 -1.377 0.7 0.2 0.4 -0.028
H -2.916 0.280 -2.606 -0.1 0.1 0.0 0.065
H 2.256 0.521 -2.275 0.3 0.2 0.1 0.042
H 2.471 3.551 -1.800 0.2 0.1 0.2 0.084
H -1.748 -0.718 -1.005 0.1 -0.5 -1.0 0.000
H -0.261 4.838 1.177 0.1 -0.4 -0.1 0.019
H 1.143 -0.352 -3.216 0.1 0.4 0.0 0.080
H 3.837 0.341 -1.504 0.2 0.0 -0.1 0.086
H 2.320 -2.827 3.163 -0.2 -0.2 -0.2 0.070
H 3.252 -3.050 -1.189 -0.1 0.0 0.1 0.095
H -0.515 -1.169 1.555 0.3 -0.1 0.1 0.133
H -2.977 4.739 -0.494 0.0 -0.4 0.2 -0.031
H -0.657 -4.569 2.187 0.0 0.1 -0.1 0.084
H 1.851 3.702 -0.122 0.1 -0.2 0.0 0.072
H 1.975 -1.078 -0.511 -0.4 -0.3 -0.1 0.086
H 3.221 0.320 0.584 -0.2 0.2 0.2 0.129
H -3.176 1.470 1.819 0.3 -0.1 0.0 -0.032
H 0.251 1.968 -4.922 -0.2 -0.5 0.4 0.078
H 2.561 -3.416 1.494 -0.1 0.0 0.1 0.085
H -1.829 -0.799 4.949 0.3 0.2 0.0 0.097
```
Positions in Å, forces in eV/Å.

Values from the calculation:
- HOMO (hartree) = -0.171
- HOMO-LUMO gap (eV) = 5.71
- spin multiplicity = 1
- net charge = -1
- energy (Ha) = -3525.797800

=====

The energy relative to the best compared isomer or geometry (same formula, charge and spin) results, record by record, are as follows: 117.2 373.6 121.8 53.7 347.9 457.4 kJ/mol.